Density functional theory data (ωB97M-V/def2-TZVPD) for a 2-piece molecular cluster, C28H46F6N2O7PS3Si overall in a non-equilibrium geometry.

charge: +1
calculated total energy: -4155.04367 Eh
orbital gap: 6.676 eV
energy above the lowest of the compared OMol25 structures with the same formula, charge and spin: 79.1 kJ/mol
E_LUMO: -4.0 eV

Each line ends with the Mulliken charge.
CARTESIAN COORDINATES (ANGSTROEM)
C: -0.787 4.587 5.316  -1.1197
Si: -2.557 4.138 4.841  0.5330
C: -3.101 5.340 3.497  -1.1125
C: -3.627 4.447 6.355  -1.0583
O: -2.503 2.518 4.342  -0.3274
C: -3.703 2.049 3.747  -0.5926
C: -3.450 1.586 2.290  -1.1773
P: -3.186 -0.207 2.061  0.0718
C: -1.391 -0.464 1.764  -1.3275
C: -0.909 -1.926 1.883  -0.3839
C: -1.553 -2.935 0.905  -0.0340
N: -0.727 -4.139 0.832  -0.2403
C: 0.110 -4.174 -0.375  -0.7622
C: 1.569 -3.850 -0.119  0.0403
C: 2.391 -4.637 0.652  -0.4809
C: 3.714 -4.328 0.852  -0.8830
C: 4.254 -3.217 0.261  -0.5107
C: 3.459 -2.393 -0.507  -0.6733
C: 2.138 -2.716 -0.672  1.1277
O: 1.297 -1.907 -1.411  -0.1315
C: -4.030 -0.666 0.496  -0.8466
C: -3.566 0.245 -0.686  -1.0453
C: -2.705 -0.504 -1.711  -0.0674
S: -2.311 0.572 -3.128  -0.1851
C: -1.566 -0.527 -4.382  -0.0872
S: -2.460 -0.837 -5.683  -0.1056
N: -0.250 -0.976 -4.135  0.5613
C: -0.068 -2.394 -4.473  -0.8732
C: 1.409 -2.773 -4.520  -0.2737
O: 1.963 -2.066 -5.636  -0.5181
C: 2.046 -0.720 -5.221  -0.2750
C: 0.696 -0.071 -4.876  -0.7998
S: -3.831 -1.429 3.726  1.0984
O: -3.877 -2.810 3.367  -0.5825
O: -5.117 -1.007 4.182  -0.5878
C: -2.578 -1.317 5.138  0.7808
F: -1.959 -2.476 5.273  -0.2019
F: -3.278 -1.098 6.236  -0.1938
F: -1.682 -0.358 4.908  -0.1565
H: -0.118 4.322 4.491  0.2801
H: -0.502 4.006 6.199  0.2918
H: -0.768 5.656 5.544  0.3767
H: -4.190 5.456 3.459  0.3516
H: -2.670 5.150 2.508  0.3083
H: -2.720 6.323 3.807  0.3792
H: -4.619 4.849 6.125  0.3416
H: -3.124 5.244 6.922  0.3299
H: -3.698 3.594 7.036  0.3199
H: -4.440 2.865 3.705  0.4235
H: -4.140 1.284 4.399  0.3884
H: -2.615 2.171 1.892  0.5508
H: -4.327 1.861 1.691  0.6646
H: -1.144 -0.009 0.798  0.8361
H: -0.877 0.135 2.528  0.5416
H: 0.169 -1.908 1.682  0.5416
H: -1.029 -2.326 2.897  0.1389
H: -1.657 -2.457 -0.072  -0.1439
H: -2.558 -3.252 1.220  0.0576
H: -0.169 -4.255 1.668  0.3559
H: 0.081 -5.202 -0.765  0.5039
H: -0.269 -3.529 -1.167  -0.1710
H: 1.938 -5.516 1.109  0.4801
H: 4.299 -4.992 1.479  0.3898
H: 5.300 -2.955 0.377  0.4107
H: 3.902 -1.515 -0.971  0.4940
H: 1.682 -1.031 -1.529  0.0120
H: -3.976 -1.735 0.280  0.5864
H: -5.092 -0.444 0.672  0.6464
H: -4.476 0.608 -1.169  0.5531
H: -2.993 1.101 -0.310  0.5090
H: -1.755 -0.791 -1.247  -0.4014
H: -3.267 -1.372 -2.070  0.4609
H: -0.485 -2.684 -5.445  0.4845
H: -0.543 -3.020 -3.704  0.3423
H: 1.537 -3.845 -4.675  0.4301
H: 1.954 -2.429 -3.633  0.0578
H: 2.455 -0.160 -6.069  0.3848
H: 2.758 -0.604 -4.391  0.1500
H: 0.909 0.768 -4.206  0.3628
H: 0.187 0.299 -5.774  0.3588
C: 7.911 2.983 -3.722  -1.1233
C: 7.119 1.840 -3.125  -0.1927
O: 5.734 2.205 -2.940  -0.3024
C: 4.969 2.148 -4.022  0.2414
O: 5.320 1.826 -5.117  -0.5080
C: 3.525 2.520 -3.659  1.0217
F: 3.462 3.613 -2.892  -0.2591
F: 2.928 1.520 -2.977  -0.2417
F: 2.787 2.754 -4.740  -0.2474
H: 7.803 3.881 -3.112  0.3070
H: 8.967 2.722 -3.783  0.3744
H: 7.558 3.227 -4.723  0.3233
H: 7.500 1.599 -2.135  0.3095
H: 7.193 0.938 -3.732  0.3194